Record 1
Below is C4H7NO2S in the gas phase in a non-equilibrium geometry, with properties calculated with ωB97M-V with the def2-TZVPD basis set.

Properties
* energy: -759.9466 hartree
* energy relative to the best compared isomer or geometry (same formula, charge and spin): 81.5 kcal per mole
* LUMO: 0.0 eV

Geometry (Å):
C -1.025 -0.645 0.735
N -0.144 0.448 0.155
C 0.305 0.433 -1.290
C 1.274 0.210 -0.269
S 2.448 1.539 0.082
C 1.930 -1.338 -0.090
O 3.064 -1.237 0.356
O 1.130 -2.202 -0.392
H -0.987 -1.542 -0.060
H -0.481 -0.940 1.623
H -2.009 -0.192 0.887
H -0.552 1.459 0.322
H 0.249 1.441 -1.666
H -0.002 -0.310 -1.997
H 3.132 0.978 1.160

Cartesian forces, eV/Å:
C 1.141 -1.046 -2.472
N -2.470 1.433 -0.710
C -0.551 1.220 -0.481
C 2.462 0.197 1.254
S -0.162 -0.328 0.629
C 0.119 1.571 0.964
O -0.198 -0.738 -0.227
O -0.297 -0.718 -0.427
H -0.283 2.054 2.099
H -0.517 -0.307 0.327
H 0.196 -0.404 0.118
H 1.699 -2.552 0.123
H -0.061 0.193 -0.334
H -0.280 -0.723 0.266
H -0.798 0.150 -1.128

Now the Löwdin charges, all in e:
1. C 0.006
2. N -0.082
3. C -0.084
4. C -0.628
5. S 0.796
6. C -0.680
7. O -0.031
8. O 0.003
9. H 0.141
10. H 0.091
11. H 0.086
12. H 0.215
13. H 0.109
14. H 0.131
15. H -0.075

Record 2
Below is C4H7NO2S in the gas phase in a non-equilibrium geometry, with properties calculated with ωB97M-V with the def2-TZVPD basis set.

Properties
* energy: -759.9584 hartree
* energy relative to the best compared isomer or geometry (same formula, charge and spin): 74.2 kcal per mole
* LUMO: 0.5 eV

Geometry (Å):
C -0.691 -0.203 -0.918
C -1.844 -0.227 0.101
C 0.531 0.353 1.287
C 1.714 0.232 -1.137
N 0.458 0.159 -0.391
O -0.858 -0.470 -2.117
O -1.003 -1.564 2.452
S -1.140 -0.219 1.902
H -2.479 0.593 -0.008
H -2.489 -1.080 0.003
H 1.332 -0.227 1.533
H 0.700 1.503 1.367
H 1.838 1.376 -1.376
H 2.571 0.030 -0.620
H 1.361 -0.257 -2.077

Cartesian forces, eV/Å:
C -1.499 -0.711 -1.278
C 2.168 -1.134 1.118
C -2.819 3.126 -5.436
C -4.088 3.729 -2.586
N 1.868 0.290 4.977
O 0.061 0.313 1.227
O 0.167 -0.835 -0.186
S -0.078 1.497 -1.169
H -0.762 1.709 -0.064
H 0.052 -0.731 -0.019
H 1.946 -1.585 1.299
H -0.366 -2.178 0.413
H -0.062 -1.890 0.013
H 1.924 -1.608 1.248
H 1.487 0.010 0.443

Now the Löwdin charges, all in e:
1. C -0.548
2. C -0.150
3. C -0.150
4. C -0.028
5. N -0.119
6. O 0.024
7. O -0.532
8. S 0.915
9. H 0.065
10. H 0.092
11. H 0.041
12. H 0.122
13. H 0.124
14. H 0.043
15. H 0.101

Record 3
Below is C4H7NO2S in the gas phase in a non-equilibrium geometry, with properties calculated with ωB97M-V with the def2-TZVPD basis set.

Properties
* energy: -759.8816 hartree
* energy relative to the best compared isomer or geometry (same formula, charge and spin): 122.3 kcal per mole
* LUMO (alpha / beta): -0.4 / -1.1 eV

Geometry (Å):
C 0.017 0.875 0.242
C -0.173 -0.460 0.438
C 2.135 0.162 -0.465
C -2.516 -0.461 -0.165
N 1.495 1.133 0.153
O -0.790 1.825 0.069
O -1.438 -1.030 0.575
S 3.772 -0.403 0.071
H 0.474 -1.100 0.957
H 1.845 -0.676 -1.064
H -3.464 -0.642 0.337
H -2.428 -0.976 -1.187
H -2.501 0.738 -0.161
H 1.717 2.121 0.263
H 3.942 0.086 1.203

Cartesian forces, eV/Å:
C 0.652 3.907 -0.969
C -3.249 -2.068 0.903
C 3.421 -0.742 1.469
C 0.043 2.024 -1.351
N -3.481 -0.561 -0.426
O 1.543 -1.362 0.425
O 1.249 0.980 0.113
S -0.626 -1.023 -3.510
H 1.276 -0.403 0.379
H -1.394 0.536 -0.698
H 0.160 -0.844 0.018
H -0.698 1.237 1.194
H 0.474 -2.856 -0.545
H 0.601 -0.433 0.006
H 0.029 1.609 2.993

Now the Löwdin charges, all in e:
1. C -0.442
2. C -0.066
3. C -0.493
4. C -0.092
5. N 0.036
6. O -0.023
7. O -0.120
8. S 0.786
9. H 0.113
10. H 0.051
11. H 0.072
12. H 0.113
13. H 0.123
14. H 0.161
15. H -0.220

Record 4
Below is C4H7NO2S in the gas phase in a non-equilibrium geometry, with properties calculated with ωB97M-V with the def2-TZVPD basis set.

Properties
* energy: -759.9927 hartree
* energy relative to the best compared isomer or geometry (same formula, charge and spin): 52.6 kcal per mole
* LUMO: 0.8 eV

Geometry (Å):
C -1.721 0.035 1.274
C -1.467 -0.309 -0.193
O -0.965 0.805 -0.935
C 0.016 1.612 -0.447
N 1.100 1.342 0.139
S 1.643 -0.235 0.481
C 0.680 -1.279 -0.631
O -0.659 -1.471 -0.312
H -0.777 0.317 1.799
H -2.140 -0.797 1.763
H -2.393 0.855 1.317
H -2.413 -0.568 -0.670
H -0.209 2.649 -0.662
H 1.136 -2.261 -0.599
H 0.765 -0.856 -1.664

Cartesian forces, eV/Å:
C 2.008 0.632 -0.623
C 0.270 -0.126 0.617
O -0.300 -0.393 -0.081
C 0.208 0.043 0.247
N -0.063 -0.380 -0.104
S -0.108 0.316 0.034
C -0.003 0.602 -0.996
O -0.537 0.100 0.140
H -0.695 -0.266 -0.442
H -0.536 -1.105 0.565
H -0.722 0.811 0.110
H 0.098 0.140 -0.160
H 0.015 0.115 -0.020
H 0.226 -0.134 -0.028
H 0.138 -0.356 0.740

Now the Löwdin charges, all in e:
1. C -0.005
2. C -0.371
3. O -0.032
4. C -0.317
5. N -0.276
6. S 0.904
7. C -0.487
8. O -0.128
9. H 0.080
10. H 0.072
11. H 0.077
12. H 0.157
13. H 0.130
14. H 0.087
15. H 0.110

Record 5
Below is 2 unconnected molecules or ions with the total composition C4H7NO2S in a non-equilibrium geometry, with properties calculated with ωB97M-V with the def2-TZVPD basis set.

Properties
* energy: -759.8311 hartree
* energy relative to the best compared isomer or geometry (same formula, charge and spin): 154.0 kcal per mole
* LUMO (alpha / beta): -0.7 / -0.7 eV

Geometry (Å):
C -0.877 0.227 -0.870
C -0.627 -0.190 0.505
C 0.922 -0.184 0.924
C -0.867 -1.668 0.581
N -0.786 -2.792 0.245
O -0.765 -4.013 0.116
H -1.506 -0.488 -1.571
H -1.530 1.153 -0.847
H 0.021 0.593 -1.419
H -1.346 0.360 1.251
H 1.396 0.830 0.892
H 0.836 -0.838 1.798
H 1.338 -0.774 0.105
O 1.484 -3.963 -1.930
S 0.826 -5.230 -1.547

Cartesian forces, eV/Å:
C -2.330 2.092 -3.935
C 0.215 -1.053 2.743
C -1.872 0.247 -1.108
C -0.305 -1.819 -0.935
N -0.313 1.350 1.380
O -0.295 0.894 0.053
H 1.567 1.161 1.594
H 0.628 -0.861 -0.108
H -0.437 -0.720 0.371
H 1.593 -1.129 -1.193
H -0.490 -0.984 0.777
H 1.315 0.912 0.401
H 0.445 0.048 0.235
O 0.082 0.172 -0.045
S 0.195 -0.307 -0.229

Now the Löwdin charges, all in e:
1. C -0.123
2. C -0.403
3. C -0.044
4. C 0.020
5. N -0.076
6. O -0.151
7. H 0.129
8. H 0.089
9. H 0.090
10. H 0.167
11. H 0.097
12. H 0.077
13. H 0.075
14. O -0.697
15. S 0.749

Record 6
Below is C4H7NO2S2 in the gas phase in a non-equilibrium geometry, with properties calculated with ωB97M-V with the def2-TZVPD basis set.

Properties
* energy: -1157.9979 hartree
* energy relative to the best compared isomer or geometry (same formula, charge and spin): 131.4 kcal per mole
* LUMO: -1.0 eV

Geometry (Å):
C -1.262 -2.056 1.772
S -1.829 -0.434 1.222
C -0.609 0.099 0.144
C -0.515 1.478 0.279
N 0.183 2.334 -0.623
O 0.114 2.088 -1.893
O 0.804 3.307 -0.087
S -0.025 -0.996 -1.099
C 1.522 -0.333 -1.524
H -0.552 -1.870 2.788
H -0.682 -2.550 0.736
H -2.320 -2.702 2.015
H -0.570 1.999 1.232
H 2.441 -1.152 -1.643
H 1.407 0.234 -2.581
H 1.891 0.553 -0.737

Cartesian forces, eV/Å:
C 0.227 -2.040 0.044
S -0.650 -0.782 0.554
C -0.336 2.070 -0.618
C 1.543 -1.048 -0.043
N 0.905 1.225 -2.462
O 0.407 1.132 4.001
O -1.569 -2.376 -1.868
S -0.948 -0.157 0.968
C 4.223 2.608 -1.484
H -1.931 -1.069 -3.005
H -1.546 1.138 3.653
H 3.341 1.742 -0.545
H -0.490 -0.443 -0.145
H -2.736 1.982 0.522
H 0.478 -1.302 2.496
H -0.918 -2.679 -2.068

Now the Löwdin charges, all in e:
1. C -0.470
2. S 0.828
3. C -0.874
4. C -0.160
5. N -0.359
6. O -0.016
7. O 0.027
8. S 0.874
9. C -0.486
10. H 0.091
11. H 0.056
12. H 0.093
13. H 0.116
14. H 0.099
15. H 0.072
16. H 0.109